(1)
Entry from the OMol25 dataset: a molecular structure, C8H14N2 (ωB97M-V with the def2-TZVPD basis set).

The geometry in ORCA input format:
```
! RIJCOSX wB97M-V def2-TZVPD def2/J DEFGRID3
* xyz 0 1
C -0.28 1.03 1.87
C 2.02 1.27 -1.05
C -1.67 -1.40 0.69
C -0.66 -1.04 -1.59
C 0.34 0.36 0.66
C 0.66 1.35 -0.43
C -0.43 -1.02 -0.09
C 0.87 -1.57 0.37
N 1.40 -0.58 1.00
N -0.15 2.22 -0.86
H -1.06 2.21 -0.41
H 1.32 -2.54 0.20
H 0.26 1.94 2.12
H -1.32 1.29 1.67
H -0.26 0.35 2.72
H 2.78 1.46 -0.28
H 2.10 2.02 -1.84
H 2.21 0.27 -1.45
H -2.45 -0.66 0.55
H -2.05 -2.36 0.32
H -1.46 -1.49 1.75
H 0.27 -0.93 -2.15
H -1.31 -0.21 -1.88
H -1.15 -1.97 -1.89
*
```

As for the highest occupied orbital energy: -9.3 eV. For the molecular weight, the calculation gives 138.21 g/mol.

natural (NBO) atomic charge list, values in e, 4 entries: atom 1 (C): -0.631, atom 2 (C): -0.672, atom 3 (C): -0.612, atom 4 (C): -0.628

(2)
Entry from the OMol25 dataset: 2 unconnected molecules or ions with the total composition C5H8O (ωB97M-V with the def2-TZVPD basis set).

The geometry in ORCA input format:
```
! RIJCOSX wB97M-V def2-TZVPD def2/J DEFGRID3
* xyz 0 1
C 1.08 0.36 -2.06
O 0.74 1.44 -2.46
C -1.12 1.76 0.24
C -0.43 0.73 0.64
C 0.28 -0.31 1.02
C -0.29 -1.70 1.20
H 0.43 -0.53 -2.13
H 2.08 0.19 -1.60
H 1.33 -0.17 1.24
H -1.62 2.41 0.96
H -1.20 2.00 -0.82
H 0.00 -2.11 2.18
H -1.38 -1.69 1.13
H 0.10 -2.38 0.44
*
```

As for the SMILES: C=C=CC.C=O. As for the highest occupied orbital energy: -9.6 eV. For the molecular weight, the calculation gives 84.12 g/mol.

natural (NBO) atomic charge list, values in e, 4 entries: atom 1 (C): 0.284, atom 2 (O): -0.512, atom 3 (C): -0.488, atom 4 (C): 0.088

(3)
Entry from the OMol25 dataset: a molecular structure, AsF6H30O15 (ωB97M-V with the def2-TZVPD basis set).

The geometry in ORCA input format:
```
! RIJCOSX wB97M-V def2-TZVPD def2/J DEFGRID3
* xyz -1 1
As -8.87 -17.51 9.42
F -8.03 -17.72 7.85
F -10.42 -17.40 8.50
F -9.72 -17.49 11.00
F -7.30 -17.76 10.37
F -8.55 -15.72 9.43
F -9.09 -19.30 9.50
O -8.04 -19.33 3.75
H -8.01 -19.43 4.70
H -8.85 -18.86 3.58
O -14.32 -15.22 7.47
H -13.62 -14.67 7.14
H -14.10 -15.37 8.39
O -13.10 -15.09 14.82
H -12.80 -15.66 14.11
H -13.18 -15.67 15.58
O -3.54 -15.85 8.92
H -2.62 -16.11 8.87
H -4.02 -16.60 8.57
O -11.85 -12.61 7.17
H -11.38 -12.56 8.00
H -11.17 -12.56 6.50
O -14.42 -17.44 11.62
H -13.59 -17.82 11.92
H -14.91 -18.17 11.26
O -8.97 -12.65 13.71
H -8.64 -13.26 13.06
H -9.15 -11.85 13.22
O -11.92 -21.16 6.59
H -11.16 -21.68 6.31
H -11.69 -20.84 7.45
O -5.44 -12.77 7.92
H -6.31 -13.12 7.76
H -4.91 -13.54 8.14
O -8.62 -22.92 6.28
H -8.03 -23.64 6.07
H -8.29 -22.58 7.12
O -11.33 -23.95 11.53
H -10.46 -23.57 11.45
H -11.19 -24.90 11.53
O -13.14 -18.07 4.91
H -12.91 -17.45 5.60
H -12.97 -18.93 5.29
O -12.36 -20.13 13.71
H -12.61 -20.80 13.08
H -12.88 -20.33 14.49
O -8.54 -19.66 14.81
H -9.08 -20.16 15.43
H -9.13 -19.49 14.07
O -7.26 -22.10 11.52
H -7.71 -21.37 11.10
H -7.08 -21.78 12.41
*
```

As for the highest occupied orbital energy: -8.9 eV. For the molecular weight, the calculation gives 459.14 g/mol.

natural (NBO) atomic charge list, values in e, 4 entries: atom 1 (As): 2.784, atom 2 (F): -0.626, atom 3 (F): -0.624, atom 4 (F): -0.626

(4)
Entry from the OMol25 dataset: a molecular structure, C16H19N3O2PdSe2 (ωB97M-V with the def2-TZVPD basis set).

The geometry in ORCA input format:
```
! RIJCOSX wB97M-V def2-TZVPD def2/J DEFGRID3
* xyz 2 5
Pd 0.09 -0.78 -0.15
C 4.76 -1.47 -3.00
C 3.39 -1.51 -3.20
C 2.55 -1.49 -2.11
C 3.08 -1.41 -0.83
C 4.45 -1.38 -0.62
C 5.29 -1.41 -1.72
N 2.14 -1.37 0.24
N 2.57 -1.38 1.39
C 1.54 -1.31 2.37
C 1.91 -1.51 3.68
C 0.93 -1.49 4.67
C -0.38 -1.26 4.30
C -0.67 -1.05 2.96
N 0.26 -1.06 2.02
H 5.43 -1.50 -3.86
H 2.99 -1.57 -4.21
H 1.48 -1.57 -2.25
H 4.84 -1.32 0.39
H 6.37 -1.39 -1.57
H 2.96 -1.70 3.90
H 1.20 -1.65 5.70
H -1.17 -1.24 5.04
H -1.69 -0.86 2.64
O -1.66 2.20 -2.67
C -2.72 1.38 -2.20
C -2.89 1.48 -0.67
C -4.02 2.48 -0.38
O -3.64 3.68 -1.03
C -3.31 0.14 -0.07
Se -2.21 -1.41 -0.56
C -1.62 2.07 -0.01
Se 0.02 1.53 -0.89
H -1.96 3.12 -2.65
H -2.45 0.36 -2.49
H -3.66 1.62 -2.69
H -4.14 2.63 0.70
H -4.95 2.08 -0.79
H -4.34 4.34 -0.97
H -4.31 -0.13 -0.39
H -3.31 0.17 1.02
H -1.54 1.78 1.03
H -1.64 3.15 -0.08
*
```

As for the highest occupied orbital energy (spin up / spin down): -14.9 / -14.9 eV. For the molecular weight, the calculation gives 549.69 g/mol.

natural (NBO) atomic charge list, values in e, 4 entries: atom 1 (Pd): 0.673, atom 2 (C): -0.130, atom 3 (C): -0.199, atom 4 (C): -0.213

(5)
Entry from the OMol25 dataset: 18 unconnected molecules or ions with the total composition C79H168N4O42 (ωB97M-V with the def2-TZVPD basis set).

The geometry in ORCA input format:
```
! RIJCOSX wB97M-V def2-TZVPD def2/J DEFGRID3
* xyz 0 1
C 24.86 14.82 21.52
C 25.90 14.74 20.44
C 26.25 16.14 19.87
C 25.20 16.67 18.93
N 24.38 17.13 18.26
H 24.47 13.89 21.88
H 24.02 15.41 21.13
H 25.15 15.37 22.41
H 25.60 14.10 19.59
H 26.77 14.27 20.89
H 27.13 15.94 19.25
H 26.50 16.93 20.57
C 25.83 23.21 31.51
C 25.43 24.59 30.99
C 26.46 25.29 30.13
C 27.04 24.45 29.08
N 27.38 23.74 28.23
H 25.02 22.74 32.10
H 26.74 23.26 32.15
H 26.01 22.49 30.70
H 25.23 25.28 31.78
H 24.49 24.44 30.44
H 27.24 25.68 30.79
H 25.95 26.11 29.62
C 27.03 26.39 23.90
C 27.78 25.18 24.51
C 28.89 25.48 25.49
C 29.84 26.49 24.98
N 30.65 27.26 24.70
H 26.51 26.99 24.65
H 26.28 26.09 23.17
H 27.76 27.06 23.40
H 28.11 24.60 23.66
H 27.08 24.52 25.03
H 29.42 24.58 25.84
H 28.49 25.95 26.42
C 26.14 20.10 28.50
C 27.43 19.38 28.73
C 27.57 18.09 27.98
C 28.72 17.25 28.32
N 29.63 16.63 28.60
H 26.08 21.06 29.02
H 25.28 19.55 28.83
H 26.00 20.39 27.46
H 27.47 19.17 29.83
H 28.26 20.08 28.51
H 27.63 18.22 26.90
H 26.67 17.45 28.17
C 24.22 18.64 12.03
O 23.43 19.60 11.31
C 22.13 19.81 11.87
C 22.09 20.46 13.21
O 22.19 19.44 14.20
C 22.16 19.90 15.59
C 22.99 21.15 15.82
O 24.33 20.99 15.45
C 24.94 19.85 15.98
H 24.64 19.06 12.96
H 25.10 18.37 11.44
H 23.67 17.75 12.32
H 21.68 18.83 11.95
H 21.67 20.44 11.10
H 21.13 21.02 13.30
H 22.84 21.23 13.27
H 22.50 19.04 16.15
H 21.12 20.11 15.81
H 22.88 21.37 16.91
H 22.60 22.01 15.26
H 26.02 20.11 16.00
H 24.70 18.95 15.41
H 24.59 19.67 17.01
C 13.76 17.17 24.11
O 14.46 18.38 24.39
C 14.61 19.20 23.25
C 15.42 20.41 23.56
O 16.84 20.18 23.47
C 17.52 19.73 24.68
C 18.73 18.86 24.27
O 19.80 19.66 23.79
C 19.54 20.28 22.51
H 13.59 16.68 25.11
H 14.40 16.56 23.48
H 12.83 17.37 23.58
H 13.61 19.48 22.88
H 15.07 18.58 22.47
H 15.23 20.64 24.61
H 15.18 21.16 22.83
H 16.83 19.09 25.28
H 17.72 20.65 25.25
H 18.37 18.18 23.49
H 19.14 18.33 25.15
H 19.44 19.50 21.76
H 20.48 20.79 22.29
H 18.72 20.98 22.59
C 26.63 10.51 25.75
O 25.32 10.90 25.52
C 25.14 11.75 24.41
C 24.66 13.09 24.99
O 25.80 13.49 25.70
C 25.77 14.80 26.24
C 26.02 15.85 25.22
O 27.38 15.74 24.88
C 27.82 16.84 24.12
H 26.63 9.90 26.67
H 27.26 11.38 25.99
H 27.05 9.96 24.88
H 24.45 11.29 23.69
H 26.07 11.88 23.87
H 23.79 13.00 25.70
H 24.35 13.80 24.19
H 26.46 14.85 27.09
H 24.76 15.00 26.65
H 25.83 16.86 25.63
H 25.38 15.75 24.33
H 27.77 17.73 24.74
H 27.25 16.96 23.21
H 28.84 16.64 23.80
C 22.95 26.39 16.40
O 21.70 26.40 17.05
C 21.81 26.74 18.42
C 22.53 25.69 19.25
O 21.68 24.61 19.62
C 21.56 23.55 18.67
C 20.50 22.60 19.18
O 20.34 21.53 18.26
C 19.28 20.68 18.73
H 23.59 25.55 16.68
H 23.46 27.34 16.64
H 22.63 26.31 15.34
H 20.78 26.95 18.71
H 22.40 27.67 18.50
H 22.81 26.18 20.17
H 23.42 25.34 18.70
H 22.53 23.06 18.61
H 21.26 23.90 17.68
H 19.55 23.12 19.25
H 20.74 22.16 20.17
H 18.40 21.31 18.90
H 19.56 20.32 19.73
H 19.13 19.90 17.99
C 17.09 14.05 19.27
O 16.99 14.74 18.00
C 18.18 15.06 17.30
C 18.58 16.51 17.46
O 19.05 16.78 18.80
C 20.47 16.56 19.01
C 20.67 16.72 20.49
O 20.02 15.64 21.16
C 20.13 15.60 22.58
H 16.12 13.90 19.70
H 17.66 14.62 20.00
H 17.56 13.07 19.07
H 17.93 14.81 16.25
H 19.04 14.40 17.53
H 17.72 17.17 17.49
H 19.37 16.77 16.75
H 21.01 17.29 18.42
H 20.69 15.53 18.67
H 20.24 17.69 20.79
H 21.72 16.65 20.75
H 19.52 14.76 22.89
H 19.70 16.55 22.92
H 21.18 15.55 22.88
C 30.77 18.94 24.35
O 30.47 18.63 25.68
C 31.51 17.91 26.28
C 32.56 18.79 26.97
O 33.17 19.59 25.97
C 34.18 20.45 26.50
C 35.11 21.02 25.48
O 35.99 20.06 25.02
C 36.90 20.55 24.06
H 31.05 18.12 23.69
H 31.57 19.71 24.30
H 29.90 19.36 23.83
H 31.94 17.32 25.49
H 31.08 17.30 27.09
H 33.37 18.27 27.48
H 31.97 19.39 27.65
H 34.82 19.94 27.26
H 33.66 21.29 27.03
H 35.70 21.83 25.97
H 34.57 21.52 24.66
H 37.63 21.24 24.55
H 36.50 21.08 23.19
H 37.49 19.76 23.60
C 28.60 21.28 25.67
O 27.52 20.39 25.37
C 26.55 21.03 24.52
C 25.19 20.31 24.69
O 24.46 20.57 23.44
C 23.19 19.92 23.48
C 22.89 19.25 22.16
O 22.70 20.17 21.19
C 22.72 19.61 19.86
H 29.08 21.65 24.78
H 29.30 20.67 26.23
H 28.16 22.07 26.23
H 26.88 21.04 23.45
H 26.34 22.07 24.78
H 24.60 20.70 25.53
H 25.43 19.26 24.90
H 22.45 20.67 23.76
H 23.23 19.16 24.26
H 22.06 18.57 22.40
H 23.81 18.69 21.93
H 21.85 18.93 19.74
H 23.64 19.07 19.62
H 22.62 20.52 19.27
C 28.18 18.02 17.03
O 27.55 18.68 18.12
C 27.68 19.99 18.18
O 28.24 20.66 17.35
O 27.18 20.45 19.34
C 26.50 19.69 20.34
H 28.53 17.10 17.47
H 29.02 18.61 16.65
H 27.44 17.88 16.24
H 25.54 19.26 19.98
H 26.13 20.41 21.07
H 27.26 19.00 20.71
C 20.48 22.45 25.61
O 19.15 22.71 26.00
C 19.06 23.31 27.17
O 20.02 23.64 27.85
O 17.77 23.57 27.46
C 17.51 23.89 28.83
H 20.99 23.34 25.27
H 20.41 21.81 24.75
H 20.97 22.06 26.50
H 16.69 24.60 28.82
H 18.43 24.33 29.22
H 17.20 23.03 29.41
C 23.89 23.36 22.81
O 23.90 24.73 22.45
C 23.45 25.57 23.37
O 23.08 25.25 24.50
O 23.52 26.81 22.86
C 23.26 27.88 23.79
H 23.92 22.75 21.89
H 22.94 23.21 23.31
H 24.67 23.15 23.53
H 23.94 27.74 24.60
H 22.19 27.92 24.09
H 23.40 28.78 23.20
C 31.26 22.95 22.81
O 29.97 22.40 22.50
C 29.19 23.29 21.87
O 29.47 24.40 21.53
O 28.01 22.69 21.69
C 27.08 23.52 20.91
H 31.57 22.25 23.62
H 31.23 23.99 23.15
H 31.83 22.90 21.87
H 27.65 23.87 20.08
H 26.78 24.36 21.55
H 26.18 22.94 20.68
C 21.88 18.50 27.26
O 21.38 17.16 27.20
C 21.81 16.36 26.25
O 22.66 16.59 25.43
O 21.32 15.14 26.36
C 20.42 14.77 27.41
H 22.96 18.50 27.33
H 21.52 18.90 28.20
H 21.52 19.15 26.44
H 20.19 13.77 27.13
H 19.58 15.47 27.63
H 21.02 14.72 28.32
C 22.08 21.42 30.19
O 22.99 22.42 29.73
C 23.48 22.26 28.53
O 23.31 21.18 27.90
O 24.16 23.33 28.15
C 24.59 23.21 26.82
H 21.85 21.57 31.25
H 22.56 20.46 30.00
H 21.14 21.48 29.63
H 25.64 22.85 26.78
H 24.48 24.22 26.43
H 23.95 22.54 26.25
C 31.17 22.99 27.36
O 31.63 23.39 26.09
C 32.39 24.51 26.09
O 32.56 25.22 27.04
O 32.82 24.74 24.85
C 33.65 25.88 24.67
H 30.80 21.97 27.22
H 30.41 23.69 27.74
H 32.05 22.96 28.02
H 33.83 25.88 23.61
H 34.50 25.85 25.33
H 33.12 26.77 24.96
*
```

As for the highest occupied orbital energy: -9.2 eV. For the molecular weight, the calculation gives 1846.20 g/mol.

Mulliken atomic charge list, values in e, 4 entries: atom 1 (C): -0.005, atom 2 (C): -1.205, atom 3 (C): 0.971, atom 4 (C): 0.285

(6)
Entry from the OMol25 dataset: a molecular structure, C17H14N7S2SbSe4V (ωB97M-V with the def2-TZVPD basis set).

The geometry in ORCA input format:
```
! RIJCOSX wB97M-V def2-TZVPD def2/J DEFGRID3
* xyz -2 4
V 0.77 -0.47 1.81
N -3.27 -2.11 2.66
C -2.07 -1.56 2.42
S -0.80 -2.53 1.74
N -2.09 -0.35 2.79
N -1.05 0.38 2.38
C -1.12 1.67 2.48
C 0.01 2.51 2.32
C 0.01 3.90 2.62
C 1.19 4.63 2.23
C 2.27 4.01 1.58
C 2.25 2.55 1.58
N 1.12 1.86 1.85
H -3.45 -3.01 2.33
H -4.03 -1.47 2.68
H -2.10 2.13 2.67
H -0.77 4.48 3.13
H 1.19 5.64 2.52
H 3.18 4.52 1.27
H 3.08 2.00 1.34
N -1.04 -1.47 -1.47
C -1.25 -0.15 -1.54
C -1.90 0.79 -0.71
C -1.90 2.08 -1.17
C -1.37 2.37 -2.46
C -0.76 1.45 -3.26
C -0.61 0.18 -2.79
N -0.10 -0.92 -3.39
C -0.33 -1.89 -2.60
C 0.18 -3.22 -2.85
C 0.10 -4.31 -2.02
S 1.01 -5.59 -2.77
C 1.27 -4.61 -4.13
N 0.89 -3.41 -4.06
H -1.17 -2.01 -0.64
H -2.42 0.56 0.19
H -2.35 2.86 -0.50
H -1.34 3.45 -2.62
H -0.43 1.78 -4.24
H -0.49 -4.47 -1.13
H 1.93 -4.93 -4.99
Se 5.76 -0.37 0.79
Sb 3.70 -1.53 0.96
Se 2.53 -1.15 3.28
Se 1.78 -0.38 -0.47
Se 4.00 -3.88 0.17
*
```

As for the highest occupied orbital energy (spin up / spin down): -0.8 / -1.5 eV. For the molecular weight, the calculation gives 869.03 g/mol.

natural (NBO) atomic charge list, values in e, 4 entries: atom 1 (V): 0.802, atom 2 (N): -0.809, atom 3 (C): 0.255, atom 4 (S): -0.307

Respective electronic energy values: -11501.72011, -7359.53722, -108348.97732, -159619.48061, -176588.93304, -343571.79707 eV.